Computed, not measured: a structure of composition C18H66N2O17Pd, with wB97M-V/def2-TZVPD.

Spin multiplicity ... 3
Orbital gap (alpha / beta) ... 0.2070 / 0.1916 Eh
Calculated total energy ... -61000.202 eV
Strongest force on any atom ... 2.425 eV/A

Last column: Mulliken spin population.
Geometry (Å):
Pd -0.07051 -0.15117 0.06612  1.475
C 3.87898 -2.81262 2.49957  0.003
C 3.18675 -1.42865 2.78396  0.003
C 4.10018 -0.82019 3.85445  -0.001
C 5.35983 -0.16462 3.36074  0.001
C 5.04271 0.79555 2.27472  -0.002
C 4.24259 0.21173 1.05916  0.006
N 3.04826 -0.53794 1.59881  0.001
O 2.10104 -0.94311 0.58874  0.137
C 5.26078 -0.62466 0.18595  0.001
C 3.80765 1.44235 0.21699  -0.009
C 1.86763 -1.70848 3.50057  -0.005
H 4.95111 -2.85026 2.30661  0.000
H 3.44511 -3.48380 1.75836  -0.001
H 3.86294 -3.39975 3.41779  0.000
H 4.44921 -1.57093 4.56344  0.000
H 3.54117 -0.09168 4.44172  -0.001
H 5.92571 -0.94940 2.85876  0.000
H 5.92821 0.24987 4.19335  0.000
H 6.03365 1.12881 1.96640  0.000
H 4.49545 1.64059 2.69248  -0.001
H 5.58540 -1.58269 0.59205  0.000
H 6.12822 -0.05810 -0.15267  0.000
H 4.75981 -0.97190 -0.71769  0.000
H 3.43376 1.14030 -0.76132  0.001
H 4.65985 2.10794 0.07971  0.000
H 3.05501 2.01132 0.76281  0.000
H 1.97624 -2.42705 4.31295  0.000
H 1.15523 -2.12725 2.78978  0.000
H 1.40584 -0.80428 3.89715  0.002
C -2.27029 2.82816 1.74408  -0.013
C -3.32142 1.76866 1.27607  0.007
C -4.72491 2.32829 1.54684  0.007
C -5.11023 3.47520 0.68529  -0.002
C -5.02756 3.08882 -0.81903  0.005
C -3.64043 2.50676 -1.19686  -0.011
N -3.25397 1.51092 -0.17387  0.024
O -2.26480 0.52887 -0.56253  0.177
C -2.58205 3.63028 -1.28263  0.001
C -3.90387 1.91790 -2.62868  0.002
C -3.27027 0.51069 2.23742  -0.008
H -1.33895 2.80103 1.17842  0.001
H -1.95847 2.57709 2.75791  -0.001
H -2.64229 3.85270 1.74808  0.000
H -4.84635 2.60329 2.59455  0.000
H -5.45173 1.55139 1.30966  -0.001
H -4.56310 4.39721 0.88193  0.000
H -6.12852 3.75255 0.95783  0.000
H -5.22689 4.03326 -1.32538  0.001
H -5.84998 2.37955 -0.91212  0.000
H -2.68288 4.21613 -2.19626  0.000
H -1.57958 3.20525 -1.23256  -0.005
H -2.71105 4.32014 -0.44863  -0.001
H -2.92763 1.73890 -3.07925  -0.001
H -4.44771 2.57866 -3.30377  0.000
H -4.52177 1.02530 -2.53095  0.000
H -4.05663 -0.21676 2.03603  0.000
H -3.31721 0.73482 3.30309  0.000
H -2.37683 -0.11139 2.18355  0.001
O 2.78867 -0.81994 -2.71204  -0.001
H 3.60121 -1.32257 -2.65404  0.000
H 2.81776 -0.22904 -1.95957  -0.002
O 0.70653 2.11085 -4.23887  0.001
H 0.23535 2.86779 -4.58707  0.000
H 1.63124 2.33727 -4.33823  0.000
O -3.22997 -3.05996 -1.71166  0.000
H -3.78602 -2.31802 -1.47382  0.000
H -2.92029 -2.85469 -2.59381  0.000
O 0.68596 -4.04337 0.77020  -0.001
H 1.60846 -4.14154 1.00598  0.000
H 0.65486 -4.24289 -0.16545  0.000
O 0.62242 1.16407 -1.48845  0.085
H 0.83793 2.07259 -1.27780  -0.008
H 0.64653 1.12720 -2.44463  -0.016
O -4.99700 -1.07851 -1.04574  0.000
H -5.47055 -0.66564 -1.76792  0.000
H -4.20528 -0.55012 -0.94471  0.001
O -2.07590 -1.36957 -3.97686  0.000
H -1.89664 -0.42974 -4.00549  0.000
H -1.56145 -1.73406 -4.69707  0.000
O 0.60477 -0.87528 -4.79429  0.000
H 0.93742 0.00048 -4.59772  0.000
H 1.18810 -1.46608 -4.31791  0.000
O -2.95598 -3.50152 0.90248  0.000
H -3.25286 -3.47566 -0.00715  0.000
H -2.90866 -4.43407 1.11307  0.000
O 0.15963 0.67715 2.09778  0.037
H 1.03913 0.65388 2.47485  -0.001
H -0.34621 1.22061 2.70195  -0.004
O -0.67448 -1.94187 1.23107  0.064
H -0.06535 -2.67896 1.27476  -0.007
H -1.51202 -2.30530 1.51860  0.000
O 0.11215 -4.25382 -2.32398  0.001
H -0.13179 -5.16026 -2.13660  0.000
H 0.25148 -4.23361 -3.27077  0.000
O -0.20474 -1.48024 -1.62612  0.077
H -0.13933 -2.43485 -1.65219  -0.009
H -0.67884 -1.25026 -2.42521  -0.012
O 1.26429 3.85280 -0.79284  0.000
H 0.51970 4.31086 -0.40296  0.000
H 1.58579 4.44932 -1.46889  0.000
O 2.90147 -3.36195 -0.94041  0.001
H 2.85920 -2.52426 -0.47920  -0.003
H 2.13291 -3.36080 -1.51098  0.000

Computed, not measured: the molecule C4H6Cl2O, with wB97M-V/def2-TZVPD.

SMILES string ... C/C=C(\Cl)OCCl
Energy relative to the best compared isomer or geometry (same formula, charge and spin) ... 51.5 kcal per mole
Orbital gap ... 0.3752 Eh
Calculated total energy ... -31335.184 eV
Strongest force on any atom ... 5.555 eV/A

Last column: Mulliken charge in e.
Geometry (Å):
C -1.07541 -1.32680 0.73805  -1.223
C -0.44287 -0.35996 -0.15884  -0.099
C -1.18443 0.50148 -0.82381  0.254
Cl -2.93479 0.55463 -0.70961  -0.151
O -0.70208 1.70322 -1.22292  -0.378
C 0.02302 2.42125 -0.42503  -0.352
Cl -0.47241 2.58837 1.18059  -0.177
H -1.62520 -0.66292 1.39845  0.323
H -0.31598 -1.64173 1.49563  0.326
H -1.56596 -2.15867 0.48865  0.376
H 0.62234 -0.56550 -0.28284  0.381
H 0.96628 2.09530 -0.29898  0.356
H 0.15053 3.37180 -0.90388  0.365